A 9-piece molecular cluster, C28H77N3O17 overall, computed with the ωB97M-V functional and the def2-TZVPD basis.

Element x y z (Å)
C  2.276  -0.364  -1.966
H  -1.325  -2.869  -1.019
H  -1.369  0.688  -4.545
C  -1.344  1.338  -2.568
O  4.620  -1.120  0.919
H  -3.945  5.090  3.422
H  -1.818  3.111  -1.299
H  -1.412  -2.469  1.495
H  -2.137  -0.944  2.943
C  3.718  -3.382  0.827
H  0.833  -6.923  2.612
H  -1.505  6.037  0.715
C  -2.496  -0.609  3.916
H  1.198  -0.338  -2.123
C  5.967  -2.423  -5.751
C  -1.183  -4.234  2.808
O  2.405  -3.007  0.880
H  1.048  -5.541  1.619
H  0.014  -3.442  1.064
H  -1.900  7.065  -0.563
H  -3.317  2.815  2.983
O  0.827  4.785  0.613
H  -1.185  2.843  3.731
C  -1.006  -3.480  1.445
H  -1.730  -0.378  5.837
C  0.184  1.417  1.658
H  -0.447  -1.987  -4.616
H  6.810  -2.325  -5.067
C  2.812  1.097  -1.976
N  2.836  -1.221  -2.981
H  2.438  -5.725  3.731
O  4.817  -2.052  -5.055
H  -0.625  -3.724  3.593
C  -6.356  3.920  -3.360
H  4.872  -0.546  -2.789
H  -1.957  4.175  4.440
C  -2.248  -3.319  -0.652
H  4.250  -2.231  2.674
H  -2.635  4.982  -1.966
H  5.258  -0.591  1.404
H  -2.519  3.383  1.574
C  0.646  -5.850  2.583
O  -1.523  -1.017  -3.265
H  -0.823  0.477  4.576
H  -3.798  0.668  -1.541
H  5.867  -3.458  -6.078
H  5.752  -2.936  -3.451
H  0.498  4.581  1.489
C  2.331  -3.187  4.424
C  -2.089  6.053  -0.205
O  -3.490  -1.495  4.266
H  -1.134  -5.799  1.689
H  -0.895  5.349  -1.851
H  -1.365  0.874  -1.582
C  -0.986  0.276  -3.612
C  -1.778  5.035  -1.294
H  3.879  1.238  -1.799
H  3.526  3.507  -3.306
H  -5.840  1.811  -1.872
H  3.893  -4.399  1.176
O  1.772  -3.926  3.372
C  -1.509  3.857  3.498
H  1.827  -3.281  5.386
C  -1.372  -0.436  4.810
H  -2.217  -4.299  3.147
C  -3.828  1.276  -2.445
H  0.090  4.599  0.031
H  3.994  -3.415  -0.227
H  2.094  3.392  -2.282
O  -0.534  4.598  2.834
H  4.120  -3.393  -3.636
H  2.299  -2.113  4.241
H  -6.119  4.710  -2.648
C  4.272  -1.455  -2.745
H  2.623  -0.744  1.824
C  -2.767  3.672  2.595
H  -1.201  2.290  0.559
H  -0.122  -1.648  5.633
O  -0.503  -1.563  4.756
O  -1.509  3.776  -0.680
H  -2.700  -3.851  -1.488
H  -6.633  4.305  -4.341
O  -5.265  3.013  -3.516
H  -2.003  -1.764  -5.220
H  0.724  2.264  1.235
H  1.053  -5.417  4.712
O  2.511  1.626  -3.295
C  2.521  3.090  -3.239
H  -1.770  -2.995  -3.965
H  6.109  -1.768  -6.611
C  -1.487  -1.993  -4.288
H  3.378  -3.365  4.668
H  1.913  3.359  -4.103
H  -3.398  5.661  1.052
N  -0.781  -5.638  2.622
N  -2.608  2.074  -2.740
C  4.557  -2.387  1.640
H  2.297  1.664  -1.200
C  0.824  0.041  1.396
H  5.570  -2.789  1.654
H  4.339  -1.628  -1.670
C  4.774  -2.523  -3.697
H  0.776  -0.115  0.318
H  -0.570  2.104  -2.615
H  0.013  5.006  3.509
H  2.115  -3.213  1.771
H  2.503  -0.906  -1.048
O  -1.895  -4.112  0.509
C  -4.938  2.286  -2.259
H  0.150  1.595  2.732
O  -1.071  1.482  1.060
H  -4.042  0.502  -3.182
O  -3.417  6.008  0.158
H  -2.844  -2.435  -0.425
O  2.167  0.101  1.805
H  -7.192  3.376  -2.919
H  -4.664  3.059  -1.540
O  -3.571  4.859  2.569
H  -2.863  0.401  3.738
H  -3.249  -1.863  5.120
H  0.066  0.220  -3.892
H  -2.735  2.278  -3.722
H  2.791  -0.701  -3.845
H  0.285  -0.784  1.862
C  1.457  -5.252  3.713

LUMO level = 0.006 Ha
HOMO level = -8.4 eV
Strongest force on any atom = 3.34 eV/A
Energy relative to the best compared isomer or geometry (same formula, charge and spin) = 49.5 kcal/mol
Calculated total energy = -69554.2478 eV
Kohn-Sham gap = 8.578 eV